Below is C9H18AsOS4Se3Si2TeY as an isolated structure, with properties calculated with the ωB97M-V functional and the def2-TZVPD basis.

The relative energy (zero: lowest compared OMol25 entry of this formula, charge and spin) comes out at 0.114 eV. The value obtained for the HOMO-LUMO gap is 5.74 eV. The LUMO energy is 0.1523 Ha.

Geometry as ORCA input:
```
! RIJCOSX wB97M-V def2-TZVPD def2/J DEFGRID3
* xyz -2 1
Y -1.77 -0.71 -1.21
O -5.48 -4.29 3.87
C -4.81 -3.75 3.01
S -5.12 -3.88 1.28
C -3.75 -2.91 0.71
C -2.96 -2.40 1.66
S -1.50 -1.45 1.42
S -3.38 -2.77 3.33
S -3.56 -2.77 -1.02
Se -1.69 -1.68 -3.99
Se -2.58 0.49 -4.11
Te -4.61 0.57 -2.62
Se -3.56 1.39 -0.50
C 2.15 -0.22 1.74
Si 2.14 -0.84 -0.02
C 3.91 -0.64 -0.62
C 1.81 -2.67 -0.01
As 0.77 0.22 -1.57
Si 0.70 2.35 -0.64
C -0.09 2.56 1.05
C 2.45 2.99 -0.46
C -0.18 3.44 -1.87
H 2.89 -0.79 2.32
H 1.17 -0.34 2.21
H 2.42 0.85 1.77
H 4.64 -1.13 0.06
H 4.16 0.43 -0.68
H 4.02 -1.06 -1.62
H 2.63 -3.21 0.48
H 1.71 -3.05 -1.03
H 0.87 -2.89 0.52
H 0.19 1.75 1.72
H -1.18 2.56 0.96
H 0.23 3.52 1.49
H 2.96 2.49 0.38
H 2.46 4.08 -0.27
H 3.02 2.79 -1.37
H -1.26 3.42 -1.68
H -0.01 3.07 -2.88
H 0.18 4.48 -1.81
*
```



Below is an isolated ion of composition C7H15N6O2 and charge +1, with properties calculated with the ωB97M-V functional and the def2-TZVPD basis.

The relative energy (zero: lowest compared OMol25 entry of this formula, charge and spin) comes out at 0.532 eV. The value obtained for the HOMO-LUMO gap (spin up / spin down) is 4.64 / 9.62 eV. The LUMO energy (spin up / spin down) is -0.1459 / -0.1491 Ha.

Geometry as ORCA input:
```
! RIJCOSX wB97M-V def2-TZVPD def2/J DEFGRID3
* xyz 1 3
C 1.53 -0.17 0.71
C 0.02 1.88 0.26
C 3.46 -1.15 -0.03
C -2.27 1.48 -0.35
C -0.83 -0.35 0.42
C 1.70 -0.90 -1.60
C -3.14 -0.88 0.26
N -0.75 -1.65 0.86
N -0.96 -2.87 0.36
N 0.24 0.40 0.44
N 2.22 -0.72 -0.24
N -2.00 0.00 -0.05
N -1.04 2.07 -0.70
O -0.27 -1.67 2.13
O -1.44 -2.94 -0.79
H 1.88 -0.17 1.73
H -0.67 -2.43 2.58
H -0.21 2.22 1.25
H 0.93 2.44 0.02
H 3.92 -0.95 0.88
H 3.95 -1.68 -0.79
H -3.00 1.54 -1.08
H -2.79 1.92 0.63
H 1.49 0.20 -2.05
H 2.35 -1.50 -2.16
H 0.64 -1.21 -1.81
H -3.29 -1.44 -0.57
H -2.99 -1.37 1.17
H -3.88 -0.13 0.42
H -1.06 2.76 -1.43
*
```



Below is C37H53CaClCsF10N4O9P as an isolated structure, with properties calculated with the ωB97M-V functional and the def2-TZVPD basis.

The relative energy (zero: lowest compared OMol25 entry of this formula, charge and spin) comes out at 7.406 eV. The value obtained for the HOMO-LUMO gap is 0.91 eV. The LUMO energy is -0.2524 Ha.

Geometry as ORCA input:
```
! RIJCOSX wB97M-V def2-TZVPD def2/J DEFGRID3
* xyz 2 1
C -3.77 -2.51 11.10
N -3.08 -2.22 9.79
C -4.15 -1.65 8.92
C -3.61 -1.12 7.53
C -3.85 -1.78 6.19
C -4.70 -3.20 6.18
C -3.54 -4.37 6.42
C -4.16 -5.85 6.69
Cl -2.89 -6.77 7.67
C -3.34 -1.21 4.80
C -2.52 0.07 4.82
C -1.93 0.72 3.51
O -2.13 -0.14 2.38
C -1.55 0.51 1.20
C -2.24 0.75 6.17
C -2.78 0.17 7.50
C -2.40 0.98 8.83
O -3.15 1.14 9.78
C -0.94 1.63 8.79
C -0.15 1.62 10.16
C 0.23 0.07 10.42
O 0.64 -0.56 9.46
F 0.10 -0.48 11.71
C -0.43 2.14 7.58
P 1.32 2.88 7.45
O 1.51 4.19 8.56
O 2.34 1.58 7.85
C -1.35 2.07 6.27
O -1.38 2.98 5.42
H -3.02 -2.78 11.92
H -4.54 -3.35 11.00
H -4.33 -1.60 11.49
H -2.89 -3.17 9.41
H -4.61 -0.78 9.50
H -4.99 -2.42 8.82
H -5.49 -3.25 6.98
H -5.08 -3.37 5.11
H -2.74 -4.37 5.56
H -2.95 -4.06 7.36
H -5.13 -5.86 7.27
H -4.21 -6.42 5.68
H -3.54 -1.76 3.79
H -0.80 0.88 3.64
H -2.38 1.76 3.40
H -0.55 0.99 1.44
H -2.32 1.25 0.84
H -1.46 -0.32 0.41
H -0.83 1.95 11.02
H 0.82 2.20 10.16
H 0.89 4.13 9.33
H 3.24 1.74 7.50
C 1.40 7.15 3.32
C 1.92 5.95 2.54
C 0.82 4.99 2.10
C 0.11 4.45 3.31
N -0.44 4.03 4.25
H 0.92 6.84 4.25
H 2.22 7.82 3.58
H 0.67 7.71 2.73
H 2.66 5.42 3.15
H 2.45 6.31 1.65
H 1.24 4.16 1.54
H 0.09 5.50 1.46
Cs -4.78 -4.35 3.58
C -0.98 -2.21 -4.67
C -2.22 -1.95 -3.80
C -3.08 -0.76 -4.21
F -2.42 0.41 -4.12
F -4.16 -0.65 -3.38
F -1.84 -1.86 -2.50
F -3.00 -3.07 -3.88
O 0.26 -1.71 -4.16
C 0.59 -0.38 -4.45
C 0.73 0.48 -3.19
F -0.42 0.51 -2.48
F 1.03 1.76 -3.51
F -0.30 0.13 -5.33
F 1.78 -0.42 -5.10
H -0.84 -3.29 -4.70
H -1.13 -1.93 -5.72
H -3.46 -0.87 -5.23
H 1.52 0.09 -2.54
C 5.06 0.24 -5.71
O 5.93 0.29 -4.76
H 4.61 1.19 -6.05
H 5.40 -0.20 -6.69
H 4.14 -0.36 -5.53
N -2.18 -4.59 -7.34
C -1.30 -5.59 -7.02
C -0.35 -5.64 -8.01
C -0.66 -4.64 -8.96
C -1.80 -4.00 -8.52
H -2.99 -4.33 -6.80
H -1.42 -6.17 -6.12
H 0.49 -6.33 -8.05
H -0.12 -4.40 -9.87
H -2.37 -3.19 -8.94
F 5.79 1.37 -7.72
C 6.16 2.32 -13.54
C 6.63 1.37 -12.46
C 5.62 0.26 -12.14
O 4.55 0.78 -11.37
C 3.39 1.14 -12.13
N 6.83 2.15 -11.19
H 5.35 2.97 -13.20
H 6.98 2.97 -13.86
H 5.82 1.77 -14.42
H 7.60 0.94 -12.73
H 6.11 -0.49 -11.50
H 5.28 -0.27 -13.04
H 3.31 0.56 -13.06
H 3.42 2.20 -12.36
H 2.51 0.95 -11.52
H 7.31 3.04 -11.34
H 7.34 1.61 -10.49
H 5.90 2.33 -10.78
Ca 1.11 6.47 8.01
*
```



Below is C50H26BaBrF4N8P as an isolated structure, with properties calculated with the ωB97M-V functional and the def2-TZVPD basis.

The value obtained for the HOMO-LUMO gap is 4.72 eV. The LUMO energy is -0.0440 Ha.

Geometry as ORCA input:
```
! RIJCOSX wB97M-V def2-TZVPD def2/J DEFGRID3
* xyz 0 1
Ba 0.18 0.18 0.16
C 3.74 -3.89 4.55
C 3.21 -3.05 5.52
C 2.29 -2.07 5.20
C 1.92 -1.94 3.87
C 1.11 -0.97 3.17
N 0.54 0.05 3.78
C 0.25 1.21 3.23
C -0.24 2.36 3.98
C -0.74 2.52 5.26
C -1.11 3.79 5.66
C -0.97 4.88 4.81
C -0.47 4.73 3.53
C -0.12 3.46 3.11
C 0.43 2.93 1.86
N 0.88 3.67 0.87
C 1.50 3.21 -0.20
N 1.42 1.97 -0.74
C 2.33 1.86 -1.74
N 2.61 0.80 -2.47
C 2.41 -0.44 -2.08
N 2.03 -0.83 -0.84
C 2.25 -2.16 -0.69
N 2.27 -2.82 0.45
C 1.94 -2.29 1.61
N 1.13 -1.23 1.84
C 2.46 -2.79 2.88
C 3.37 -3.78 3.22
C 2.65 -2.72 -1.98
C 2.93 -4.01 -2.40
C 3.28 -4.20 -3.72
C 3.39 -3.13 -4.60
C 3.14 -1.83 -4.18
C 2.76 -1.63 -2.86
C 3.03 3.13 -1.90
C 4.09 3.55 -2.68
C 4.61 4.81 -2.46
C 4.08 5.65 -1.49
C 3.01 5.26 -0.71
C 2.49 3.99 -0.92
N 0.55 1.59 1.96
H 4.48 -4.63 4.84
H 3.52 -3.17 6.55
H 1.87 -1.42 5.94
H -0.84 1.67 5.91
H -1.52 3.94 6.65
H -1.27 5.86 5.16
H -0.36 5.58 2.86
H 3.78 -4.43 2.46
H 2.85 -4.83 -1.71
H 3.49 -5.20 -4.09
H 3.67 -3.31 -5.63
H 3.23 -0.99 -4.85
H 4.51 2.89 -3.43
H 5.47 5.15 -3.03
H 4.51 6.64 -1.34
H 2.58 5.89 0.05
F -7.88 0.20 1.41
C -6.69 0.56 0.93
C -6.56 1.70 0.14
F -7.63 2.45 -0.14
C -5.31 2.06 -0.34
F -5.24 3.19 -1.06
C -4.17 1.31 -0.10
P -2.50 1.75 -0.83
C -2.98 1.71 -2.61
C -2.71 0.51 -3.27
C -3.05 0.35 -4.60
C -3.66 1.39 -5.29
C -3.92 2.58 -4.64
C -3.58 2.75 -3.31
C -2.44 3.51 -0.40
C -2.88 3.92 0.85
C -2.76 5.25 1.22
C -2.19 6.16 0.35
C -1.72 5.75 -0.88
C -1.83 4.42 -1.26
C -4.32 0.18 0.71
Br -2.85 -0.92 1.18
C -5.56 -0.18 1.22
F -5.67 -1.26 2.01
H -2.22 -0.30 -2.74
H -2.83 -0.58 -5.11
H -3.92 1.27 -6.33
H -4.40 3.39 -5.17
H -3.78 3.69 -2.83
H -3.32 3.21 1.54
H -3.11 5.57 2.19
H -2.10 7.20 0.64
H -1.27 6.46 -1.56
H -1.44 4.09 -2.21
*
```



What is the formula in the fourth record?
C50H26BaBrF4N8P



Number 4 is which compound?
C50H26BaBrF4N8P